[1]
{
  "formula": "C14H25N3O3Pb",
  "method": "ωB97M-V with the def2-TZVPD basis set",
  "lumo_ha": -0.25688,
  "total_charge": 2,
  "spin_multiplicity": 1,
  "elements": ["C", "C", "H", "H", "C", "C", "H", "H", "C", "H", "H", "H", "C", "H", "H", "H", "Pb", "O", "C", "O", "C", "O", "N", "C", "C", "H", "H", "H", "H", "C", "C", "H", "H", "H", "N", "C", "C", "N", "H", "H", "H", "H", "H", "H", "H", "H"],
  "coordinates": [[-0.33, -2.40, -2.99], [-1.11, -1.42, -3.80], [-0.90, -3.34, -2.92], [0.59, -2.64, -3.53], [-1.27, -0.14, -3.42], [-0.65, 0.42, -2.16], [-1.44, 0.56, -1.40], [-0.27, 1.43, -2.38], [-1.66, -1.94, -5.10], [-1.33, -2.97, -5.29], [-1.34, -1.35, -5.97], [-2.76, -1.95, -5.12], [-2.09, 0.78, -4.28], [-3.08, 0.35, -4.50], [-1.63, 0.98, -5.25], [-2.26, 1.75, -3.81], [-0.42, -0.09, 2.69], [0.82, -0.85, 0.79], [0.90, -0.06, -0.18], [1.25, 1.51, 2.32], [1.79, 1.78, 1.22], [2.71, 2.69, 1.10], [1.48, 1.20, -0.01], [3.13, 2.79, -0.31], [2.21, 1.89, -1.09], [4.17, 2.47, -0.40], [3.04, 3.83, -0.63], [2.72, 1.16, -1.72], [1.49, 2.44, -1.70], [0.46, -0.46, -1.56], [0.03, -1.92, -1.57], [1.36, -0.35, -2.20], [-0.86, -2.03, -0.93], [0.82, -2.55, -1.14], [-1.46, 0.87, 4.86], [-0.79, 0.50, 6.15], [-0.23, -0.89, 6.02], [0.66, -0.94, 4.78], [-1.79, 1.84, 4.89], [-2.30, 0.28, 4.78], [-0.01, 1.23, 6.36], [-1.52, 0.56, 6.97], [0.37, -1.18, 6.90], [-1.02, -1.63, 5.91], [1.46, -0.32, 4.94], [1.06, -1.88, 4.70]]
}

=====

[2]
{
  "formula": "CH5N3O",
  "method": "ωB97M-V with the def2-TZVPD basis set",
  "lumo_ha": 0.02649,
  "total_charge": 0,
  "spin_multiplicity": 1,
  "smiles": "NNC(N)=O",
  "elements": ["C", "H", "H", "H", "H", "H", "N", "N", "N", "O"],
  "coordinates": [[0.61, -0.06, -0.03], [-2.17, 0.55, -0.65], [-1.83, 0.47, 0.89], [-0.40, -1.54, 0.22], [-0.12, 1.60, -0.57], [1.55, 1.62, -0.02], [-1.80, -0.08, 0.08], [-0.65, -0.60, -0.16], [0.65, 1.36, 0.08], [1.49, -0.89, 0.03]]
}

=====

[3]
{
  "formula": "C3H3O3S",
  "method": "ωB97M-V with the def2-TZVPD basis set",
  "lumo_ha": 0.11499,
  "total_charge": -1,
  "spin_multiplicity": 1,
  "elements": ["C", "C", "C", "O", "O", "O", "S", "H", "H", "H"],
  "coordinates": [[1.52, 0.60, 0.29], [0.57, 0.35, -0.58], [-3.18, 0.28, 0.81], [-3.24, 1.30, 0.27], [-3.36, -0.69, 1.43], [2.79, -0.17, 0.56], [0.79, -1.19, -1.57], [1.52, 1.31, 1.13], [3.03, -0.82, -0.20], [-0.43, -0.98, -2.14]]
}

=====

[4]
{
  "formula": "C7H8N4OS4",
  "method": "ωB97M-V with the def2-TZVPD basis set",
  "lumo_ha": 0.00978,
  "total_charge": 0,
  "spin_multiplicity": 1,
  "smiles": "CSc1nnc(SCC2=NNC(=O)SC2)s1",
  "elements": ["C", "H", "H", "H", "S", "C", "N", "N", "C", "S", "C", "C", "N", "N", "C", "O", "S", "C", "H", "H", "H", "H", "H", "S"],
  "coordinates": [[2.94, -1.41, 2.04], [3.84, -1.40, 2.66], [2.47, -2.39, 2.10], [2.26, -0.62, 2.35], [3.50, -1.09, 0.34], [2.00, -1.13, -0.50], [1.80, -0.51, -1.62], [0.60, -0.65, -2.11], [-0.18, -1.39, -1.40], [-1.89, -1.56, -1.71], [-2.27, 0.22, -2.03], [-1.78, 0.97, -0.85], [-0.66, 1.56, -0.97], [-0.01, 2.04, 0.12], [0.06, 1.40, 1.33], [1.00, 1.51, 2.07], [-1.31, 0.36, 1.75], [-2.51, 0.87, 0.45], [-2.91, 1.84, 0.74], [-3.29, 0.12, 0.44], [0.84, 2.53, -0.14], [-1.74, 0.52, -2.94], [-3.35, 0.26, -2.16], [0.58, -2.04, 0.05]]
}

=====

[5]
{
  "formula": "C3H7N3S",
  "method": "ωB97M-V with the def2-TZVPD basis set",
  "lumo_ha": 0.02159,
  "total_charge": 0,
  "spin_multiplicity": 1,
  "elements": ["C", "C", "C", "H", "H", "H", "H", "H", "H", "H", "N", "N", "N", "S"],
  "coordinates": [[-1.26, 1.08, 0.68], [-1.72, 0.56, -0.63], [0.60, -1.20, 0.19], [-1.32, 0.27, 1.40], [-0.22, 1.41, 0.63], [-1.98, 1.87, 0.97], [-1.96, 1.33, -1.40], [1.16, -1.79, 0.91], [2.90, -0.80, 0.40], [3.05, -0.09, -1.43], [-1.85, -0.65, -0.99], [1.15, -0.27, -0.54], [2.47, 0.13, -0.24], [-1.01, -1.84, 0.05]]
}

=====

[6]
{
  "formula": "C11H22O2",
  "method": "ωB97M-V with the def2-TZVPD basis set",
  "lumo_ha": 0.03115,
  "total_charge": 0,
  "spin_multiplicity": 1,
  "smiles": "CCCCCC[C@@H](CCC)C(=O)O",
  "elements": ["C", "H", "C", "C", "C", "C", "C", "H", "H", "C", "C", "O", "O", "H", "H", "C", "C", "C", "H", "H", "H", "H", "H", "H", "H", "H", "H", "H", "H", "H", "H", "H", "H", "H", "H"],
  "coordinates": [[-5.19, -1.08, 0.10], [-4.75, -1.97, -0.33], [-4.39, 0.16, -0.30], [-2.94, 0.07, 0.18], [-2.13, 1.30, -0.23], [-0.71, 1.31, 0.33], [0.18, 0.24, -0.28], [0.23, 0.37, -1.36], [-0.23, -0.75, -0.07], [1.61, 0.29, 0.27], [2.26, 1.60, -0.15], [2.43, 1.96, -1.28], [2.63, 2.34, 0.91], [3.04, 3.17, 0.61], [1.59, 0.26, 1.36], [2.46, -0.87, -0.27], [3.86, -0.90, 0.35], [4.66, -2.10, -0.16], [4.77, -2.05, -1.24], [4.16, -3.03, 0.09], [5.65, -2.11, 0.28], [3.78, -0.96, 1.43], [4.39, 0.02, 0.10], [2.54, -0.77, -1.35], [1.95, -1.81, -0.05], [-0.27, 2.29, 0.13], [-0.75, 1.18, 1.42], [-2.65, 2.19, 0.13], [-2.09, 1.36, -1.32], [-2.48, -0.83, -0.24], [-2.92, -0.03, 1.27], [-4.40, 0.26, -1.39], [-4.85, 1.05, 0.13], [-6.22, -0.99, -0.24], [-5.20, -1.19, 1.18]]
}

=====

Summary of HOMO-LUMO gap in eV
6.244, 10.497, 5.888, 8.867, 8.962, 11.266
(order as listed above)
Summary of HOMO in eV
-13.2, -9.8, -2.8, -8.6, -8.4, -10.4
(order as listed above)
Summary of max |F| in eV/Å
1.93, 5.87, 2.93, 1.82, 6.13, 0.69
(order as listed above)